Model P:
The following is a DFT calculation (ωB97M-V/def2-TZVPD) of an isolated ion of composition C5H13N2 and charge +2.

Last column: natural (NBO) charge in e.
CARTESIAN COORDINATES (ANGSTROEM)
H  0.5149  1.1039  -2.3170  0.47
H  -2.7989  0.5775  -1.5025  0.28
N  0.5421  0.8910  -1.3058  -0.69
H  2.0520  -1.2332  2.7827  0.30
C  -1.8368  1.1233  -1.6355  -0.66
H  -1.7041  1.0974  -2.7298  0.25
C  2.2285  -1.0134  1.7224  0.05
H  3.2182  -1.0379  1.2813  0.28
H  1.2688  0.2778  -0.9211  0.43
H  -0.2180  -0.6407  2.2936  0.31
H  -0.9506  1.1019  1.1674  0.27
N  1.2605  -0.9669  0.8931  -0.05
H  0.6159  1.8117  -0.8676  0.45
C  -0.1606  -0.9416  1.2351  -0.28
H  -1.6861  2.2032  -1.3848  0.25
H  -0.6854  -0.7965  -1.3947  0.25
C  -0.7987  0.1927  -0.9802  -0.03
H  -0.5258  -1.9685  1.0377  0.28
H  -2.0598  -0.0066  0.7206  0.29
C  -1.0099  0.2165  0.5459  -0.45

## Properties
- orbital gap (spin up / spin down) (eV) = 11.31 / 7.32
- multiplicity = 2
- total charge = +2
- lowest unoccupied orbital energy (spin up / spin down) (Eh) = -0.333 / -0.481
- E_HOMO (spin up / spin down) (eV) = -20.4 / -20.4

Model Q:
The following is a DFT calculation (ωB97M-V/def2-TZVPD) of an isolated ion of composition C5H13N2 and charge +2.

Last column: natural (NBO) charge in e.
CARTESIAN COORDINATES (ANGSTROEM)
H  -1.4360  -0.7316  2.5755  0.42
N  -1.2147  -1.6861  2.2626  -0.23
H  -1.4324  -0.1312  -1.1174  0.26
H  -0.9815  -2.3848  -0.4440  0.26
C  -0.2034  -1.6924  -0.0936  -0.42
C  0.7181  0.6303  -0.7710  -0.51
H  1.4742  0.0516  -1.3065  0.29
C  -0.0835  -1.9733  1.4069  -0.31
H  2.0334  3.0885  -1.2589  0.45
H  -0.8838  0.2154  0.4826  0.19
H  0.5325  3.9274  -1.4382  0.46
H  -0.6824  2.1383  -1.6336  0.23
H  -1.2148  -2.3405  3.0619  0.43
H  1.1572  0.8982  0.1992  0.26
H  0.6614  -2.1383  -0.5870  0.26
C  0.3535  1.9401  -1.3684  0.35
N  1.0276  3.0368  -1.3990  -0.58
H  0.0929  -3.0589  1.4532  0.27
H  0.8265  -1.5823  1.8876  0.31
C  -0.5664  -0.2249  -0.4660  -0.39

## Properties
- orbital gap (spin up / spin down) (eV) = 11.69 / 8.18
- multiplicity = 2
- total charge = +2
- lowest unoccupied orbital energy (spin up / spin down) (Eh) = -0.302 / -0.435
- E_HOMO (spin up / spin down) (eV) = -19.9 / -20.0

Which of them is most stable, and which least? Most stable: model Q; least stable: model P.

Model P:
The following is a DFT calculation (ωB97M-V/def2-TZVPD) of H13Na2O8 as an isolated structure.

Last column: natural (NBO) charge in e.
CARTESIAN COORDINATES (ANGSTROEM)
H  -0.0859  -0.3724  1.6954  0.30
H  -1.4785  0.6877  1.6524  0.48
O  -0.3881  -0.9324  2.4368  -1.23
H  -2.2035  2.0117  1.5372  0.43
H  1.3466  -1.4281  -2.9256  0.45
O  2.7254  0.7932  -0.3228  -1.00
O  -2.3776  -0.8542  -0.6784  -0.95
H  2.8531  0.3224  0.5008  0.46
Na  1.0498  -1.9098  0.6519  0.91
H  1.3725  3.2560  1.6664  0.45
O  -0.7831  -3.4086  -0.3974  -1.32
H  -2.3960  -1.2474  -1.5509  0.46
O  -2.3394  1.0913  1.7622  -0.93
O  0.3957  -1.3251  -2.8879  -0.96
H  -0.8388  -2.4389  -0.5033  0.38
H  0.2406  -0.8173  -2.0914  0.49
H  1.4564  1.8568  1.0944  0.48
Na  -0.2236  2.0280  -1.8595  0.97
H  1.9314  0.4112  -0.6968  0.50
H  -0.0065  0.2697  0.3415  0.45
O  0.2362  0.0861  -0.5869  -1.37
O  1.0251  2.3709  1.7770  -0.94
H  -1.5118  -0.4508  -0.6152  0.47

## Properties
- orbital gap (eV) = 2.85
- multiplicity = 1
- total charge = -1
- lowest unoccupied orbital energy (Eh) = 0.014
- E_HOMO (eV) = -2.5

Model Q:
The following is a DFT calculation (ωB97M-V/def2-TZVPD) of H13Na2O8 as an isolated structure.

Last column: natural (NBO) charge in e.
CARTESIAN COORDINATES (ANGSTROEM)
H  -0.0157  -1.6421  -1.8636  0.46
H  -2.3708  0.4122  -1.3582  0.43
O  0.6045  0.4655  2.1822  -0.96
H  0.2250  0.3384  3.0518  0.45
O  -1.3932  1.2749  1.1135  -0.99
H  1.4876  -0.3751  0.4220  0.40
H  1.0135  0.5695  0.1632  0.19
O  1.8640  0.8783  -0.2055  -0.97
O  1.9814  -1.1811  0.5726  -0.88
O  -1.8553  -0.3762  -1.5284  -0.99
H  -0.1363  0.7199  1.6320  0.43
Na  0.1699  1.4042  -0.9085  0.89
H  -0.7080  1.9288  0.9753  0.45
H  -1.2501  0.6276  0.4230  0.44
H  0.3082  0.0444  0.3062  0.41
H  -1.1616  -0.3564  -0.8691  0.41
H  0.1997  0.0042  -1.8195  0.34
H  1.6113  -1.5424  1.3780  0.40
Na  -1.2528  -1.3407  0.8915  0.94
O  -0.5811  -0.0939  -0.0740  -1.03
O  0.3751  0.4870  -2.6506  -1.30
O  0.6653  -1.4034  -1.2348  -0.93
H  0.2195  -0.8436  -0.5991  0.40

## Properties
- orbital gap (eV) = 3.24
- multiplicity = 1
- total charge = -1
- lowest unoccupied orbital energy (Eh) = 0.044
- E_HOMO (eV) = -2.0

Which of them is most stable, and which least? Most stable: model P; least stable: model Q.

Model P:
The following is a DFT calculation (ωB97M-V/def2-TZVPD) of a 2-piece molecular cluster, C5H14N4 overall.

Last column: natural (NBO) charge in e.
CARTESIAN COORDINATES (ANGSTROEM)
H  1.8758  2.2192  -0.6217  0.19
N  -1.6854  0.8075  1.4762  -0.86
N  -0.8615  -1.6654  -0.4319  -0.82
H  0.4176  0.2346  0.4209  0.37
H  -1.4538  -1.4087  0.3499  0.38
C  0.4892  -1.2871  -0.2171  0.08
H  -2.8202  2.1505  -0.3028  0.34
C  0.8930  1.7974  -0.8204  -0.39
H  -2.6258  1.0618  1.7409  0.39
H  2.3391  -1.1052  -1.2529  0.22
C  1.2736  -0.9250  -1.3168  -0.52
N  -1.8211  2.1468  -0.4888  -0.76
H  0.2950  2.3699  -1.5219  0.23
H  1.1845  0.6139  -1.3601  0.20
H  -1.2511  -1.2667  -1.2766  0.37
H  2.1255  -1.6092  1.1510  0.22
H  0.5247  -1.7047  1.8963  0.20
H  1.0977  -3.0324  0.8928  0.23
C  1.1014  -1.9442  0.9992  -0.63
H  -1.0606  0.7113  2.2635  0.39
N  0.2362  1.3852  0.3295  -0.63
H  0.8788  -1.0847  -2.3137  0.22
C  -1.1527  1.5349  0.4046  0.58

## Properties
- orbital gap (eV) = 8.55
- SMILES = [H]/N=C(\N)NC.C=C(C)N
- multiplicity = 1
- total charge = 0
- lowest unoccupied orbital energy (Eh) = 0.029
- E_HOMO (eV) = -7.8

Model Q:
The following is a DFT calculation (ωB97M-V/def2-TZVPD) of a 2-piece molecular cluster, C5H14N4 overall.

Last column: natural (NBO) charge in e.
CARTESIAN COORDINATES (ANGSTROEM)
H  -1.6118  2.2732  -1.1774  0.38
H  1.5992  -0.8900  -1.4718  0.19
H  1.5310  -1.1953  1.9579  0.19
N  -1.1658  2.2813  -0.2663  -0.84
C  0.2116  2.3446  -0.2813  0.01
H  0.3679  -2.5228  1.7652  0.18
H  0.6366  2.5977  -1.2499  0.18
C  1.4049  -1.5864  -0.6490  -0.40
C  -0.9848  -0.7842  -0.2407  0.60
H  -1.5519  1.8448  0.5714  0.41
H  2.0673  2.2456  0.7114  0.20
H  0.5675  1.8981  1.7520  0.19
H  -0.3327  -0.4582  -2.1233  0.37
H  -2.8721  -0.7866  -0.0159  0.34
H  2.3560  -1.6910  -0.1128  0.22
C  0.5193  -1.4480  1.6170  -0.40
N  0.3365  -1.0968  0.2114  -0.45
N  -1.1428  -0.7390  -1.5855  -0.83
N  -2.0156  -0.8504  0.5301  -0.81
H  -0.1766  -0.9127  2.2715  0.23
H  -1.8759  -0.1339  -1.9294  0.38
H  1.1430  -2.5614  -1.0739  0.19
C  0.9891  2.1713  0.7892  -0.54

## Properties
- orbital gap (eV) = 8.54
- SMILES = [H]/N=C(\N)N(C)C.C=CN
- multiplicity = 1
- total charge = 0
- lowest unoccupied orbital energy (Eh) = 0.026
- E_HOMO (eV) = -7.8

Which of them is most stable, and which least? Most stable: model Q; least stable: model P.

Model P:
The following is a DFT calculation (ωB97M-V/def2-TZVPD) of a 2-piece molecular cluster, C3H4ClNO2S overall.

Last column: natural (NBO) charge in e.
CARTESIAN COORDINATES (ANGSTROEM)
O  2.7992  2.3428  0.7098  -0.87
H  -1.6884  -0.1135  -1.2715  0.23
C  -0.4785  -1.0567  0.4247  0.65
Cl  1.8607  -1.9322  -0.1376  0.16
N  0.5491  -0.9306  -0.4836  -0.48
H  -2.5029  -0.8316  0.0784  0.25
S  2.1510  1.0783  0.5834  1.27
O  -0.5254  -1.7361  1.3874  -0.53
C  0.8543  1.0478  -0.3466  -0.42
H  -1.4714  0.7725  0.1178  0.23
C  -1.6460  -0.2349  -0.1714  -0.73
H  0.0982  1.5942  -0.8907  0.25

## Properties
- orbital gap (eV) = 8.77
- multiplicity = 1
- total charge = 0
- lowest unoccupied orbital energy (Eh) = -0.047
- E_HOMO (eV) = -10.0

Model Q:
The following is a DFT calculation (ωB97M-V/def2-TZVPD) of a 2-piece molecular cluster, C3H4ClNO2S overall.

Last column: natural (NBO) charge in e.
CARTESIAN COORDINATES (ANGSTROEM)
C  -1.0935  -0.5806  -0.1207  -0.10
C  0.5837  -0.0256  0.9808  -0.32
S  -0.1720  2.4323  -1.6080  0.96
O  0.4663  1.1631  -2.0105  -0.79
H  0.7345  -1.1713  -0.9944  0.42
H  -1.7298  -1.0314  -0.7822  0.20
C  -1.0002  0.2981  1.0313  0.44
O  -1.6974  1.1161  1.6474  -0.55
Cl  1.4398  3.6680  -1.3304  -0.23
N  0.1871  -0.6816  -0.3031  -0.47
H  1.4150  0.7634  1.0077  0.22
H  0.8215  -0.8802  1.6792  0.21

## Properties
- orbital gap (spin up / spin down) (eV) = 9.04 / 5.59
- multiplicity = 1
- total charge = 0
- lowest unoccupied orbital energy (spin up / spin down) (Eh) = -0.005 / -0.056
- E_HOMO (spin up / spin down) (eV) = -9.2 / -7.1

Which of them is most stable, and which least? Most stable: model Q; least stable: model P.

Model P:
The following is a DFT calculation (ωB97M-V/def2-TZVPD) of one molecule with the formula C2H3NS2.

Last column: natural (NBO) charge in e.
CARTESIAN COORDINATES (ANGSTROEM)
H  1.4551  0.6152  -1.6486  0.20
C  -0.9028  0.2385  0.5704  -0.28
H  -1.3364  0.7938  1.3061  0.21
S  1.6035  -1.1926  -0.2723  0.14
C  0.8702  0.2408  -0.9007  -0.06
H  -1.5618  -0.2731  -0.0515  0.21
S  -0.0011  -1.2583  1.4078  -0.02
N  -0.1268  0.8357  -0.4112  -0.41

## Properties
- orbital gap (eV) = 7.90
- SMILES = C1=NCSS1
- multiplicity = 1
- total charge = 0
- lowest unoccupied orbital energy (Eh) = -0.024
- E_HOMO (eV) = -8.6

Model Q:
The following is a DFT calculation (ωB97M-V/def2-TZVPD) of one molecule with the formula C2H3NS2.

Last column: natural (NBO) charge in e.
CARTESIAN COORDINATES (ANGSTROEM)
H  0.8944  -2.5991  -1.2131  0.21
C  -1.0920  1.4666  0.7243  -0.57
C  1.0003  -1.5810  -0.6478  -0.06
S  0.2157  0.8928  -0.1032  0.71
H  -1.9184  0.7380  1.2058  0.25
H  2.1678  -1.3975  -0.6196  0.16
S  -1.3179  3.1141  1.0444  -0.03
N  0.0501  -0.6339  -0.3909  -0.67

## Properties
- orbital gap (eV) = 7.68
- SMILES = C=NSC=S
- multiplicity = 1
- total charge = 0
- lowest unoccupied orbital energy (Eh) = -0.035
- E_HOMO (eV) = -8.6

Which of them is most stable, and which least? Most stable: model P; least stable: model Q.